Density functional theory data (ωB97M-V/def2-TZVPD) for 5 unconnected molecules or ions with the total composition C3H17NO4.

ORCA input file:
```
! wB97M-V def2-TZVPD RIJCOSX def2/J DEFGRID3
* xyz 1 2
C 0.54 1.52 0.70
N 0.77 1.11 -0.70
C 1.38 -0.25 -0.74
C -0.61 0.96 -1.41
H 1.53 1.63 1.13
H -0.02 0.80 1.33
H 0.04 2.45 0.75
H 1.24 -0.67 -1.81
H 2.44 -0.33 -0.48
H 0.85 -0.91 -0.06
H -0.45 0.72 -2.43
H -1.10 1.92 -1.36
H -1.25 0.24 -0.85
H 0.37 -2.42 1.60
H 0.48 -2.50 3.05
O -0.07 -2.08 2.40
H -3.15 -0.94 2.19
H -1.58 -0.92 2.10
O -2.41 -0.71 1.55
H 2.86 3.25 -2.14
H 1.62 2.06 -1.78
O 1.86 3.07 -2.01
H -2.26 -2.07 -0.11
H -1.49 -3.15 -0.92
O -1.60 -2.78 -0.02
*
```

- Max |F|: 5.79 eV Å⁻¹
- E: -479.83533 Ha
- ⟨S²⟩: 0.757
- Kohn-Sham gap (spin up / spin down): 0.425 / 0.219 Ha

---

Density functional theory data (ωB97M-V/def2-TZVPD) for 6 unconnected molecules or ions with the total composition C16H28N4O4S2.

ORCA input file:
```
! wB97M-V def2-TZVPD RIJCOSX def2/J DEFGRID3
* xyz 0 1
C 4.53 -1.43 -4.53
C 3.57 -2.33 -3.88
N 2.82 -3.05 -3.40
H 5.41 -1.36 -3.90
H 4.08 -0.44 -4.60
H 4.72 -1.86 -5.51
C 2.73 3.11 -1.34
C 2.95 4.29 -2.20
N 3.18 5.20 -2.85
H 3.37 3.20 -0.46
H 2.82 2.19 -1.90
H 1.70 3.08 -0.99
C 0.20 -4.07 -1.77
C -0.33 -5.12 -0.87
N -0.72 -5.93 -0.16
H 1.04 -3.64 -1.24
H -0.66 -3.41 -1.82
H 0.42 -4.45 -2.76
C -0.75 0.44 5.39
C -1.82 -0.43 5.89
N -2.63 -1.12 6.31
H -0.52 0.18 4.36
H 0.08 0.45 6.08
H -1.13 1.46 5.24
C 2.37 -0.93 1.65
C 2.96 -0.67 0.22
C 1.81 -0.73 -0.78
S 0.24 -0.67 0.18
O -0.85 -1.42 -0.40
O -0.04 0.67 0.62
C 1.03 -1.65 1.52
H 2.30 0.04 2.13
H 3.08 -1.58 2.16
H 3.80 -1.32 -0.04
H 3.36 0.35 0.19
H 1.88 -1.76 -1.14
H 1.82 -0.14 -1.69
H 0.91 -2.65 1.11
H 0.41 -1.43 2.39
C -4.46 1.38 -0.92
C -3.00 1.55 -0.52
C -2.93 2.74 0.43
S -4.45 2.60 1.47
O -5.17 3.84 1.46
O -4.09 2.03 2.75
C -5.27 1.36 0.38
H -4.59 0.43 -1.44
H -4.75 2.21 -1.56
H -2.38 1.68 -1.40
H -2.64 0.65 -0.02
H -2.98 3.70 -0.07
H -2.04 2.81 1.05
H -6.34 1.55 0.33
H -5.08 0.39 0.85
*
```

- Max |F|: 2.57 eV Å⁻¹
- E: -1942.72059 Ha
- SMILES string: O=S1(=O)CCCC1.O=S1(=O)CCCC1.CC#N.CC#N.CC#N.CC#N
- Kohn-Sham gap: 0.362 Ha

---

Density functional theory data (ωB97M-V/def2-TZVPD) for 2 unconnected molecules or ions with the total composition C9H14.

ORCA input file:
```
! wB97M-V def2-TZVPD RIJCOSX def2/J DEFGRID3
* xyz -1 2
C -0.19 2.64 0.91
C -0.58 0.20 0.46
C -0.67 1.30 1.36
C -1.45 -0.86 0.51
C -1.60 1.17 2.45
C -2.40 -0.97 1.59
C -2.42 0.07 2.54
H 0.18 0.17 -0.32
H -1.47 -1.59 -0.30
H 0.74 2.61 0.35
H -0.11 3.37 1.74
H -1.59 1.90 3.25
H -3.16 -1.72 1.42
H -3.04 -0.08 3.43
H -0.92 3.17 0.25
C 1.90 -1.65 -1.87
C 2.84 -1.17 -2.97
H 2.42 -2.13 -1.06
H 1.28 -0.86 -1.44
H 1.12 -2.27 -2.31
H 3.37 -0.24 -2.77
H 3.46 -2.00 -3.31
H 2.28 -1.04 -3.91
*
```

- Max |F|: 1.75 eV Å⁻¹
- E: -351.25798 Ha
- ⟨S²⟩: 0.762
- Kohn-Sham gap (spin up / spin down): 0.095 / 0.238 Ha

---

Density functional theory data (ωB97M-V/def2-TZVPD) for 10 unconnected molecules or ions with the total composition C6H34N2O9.

ORCA input file:
```
! wB97M-V def2-TZVPD RIJCOSX def2/J DEFGRID3
* xyz 0 1
C 1.74 -3.11 -0.96
C 0.93 -3.17 -2.23
C 1.45 -2.01 0.03
N 1.54 -0.64 -0.46
C 1.61 0.34 0.64
C 1.62 1.75 -0.01
N 0.49 2.48 0.51
C 0.55 3.95 0.40
H 2.81 -3.24 -1.13
H 1.60 -4.06 -0.44
H -0.15 -3.25 -2.13
H 0.98 -2.18 -2.70
H 1.29 -3.93 -2.92
H 2.04 -2.13 0.94
H 0.42 -2.18 0.38
H 0.76 -0.35 -1.06
H 2.61 0.22 1.02
H 0.80 0.23 1.36
H 1.84 1.66 -1.08
H 2.57 2.25 0.23
H -0.38 2.09 0.15
H -0.45 4.36 0.41
H 0.94 4.24 -0.58
H 1.24 4.25 1.19
H 0.50 2.18 2.46
H 0.50 2.16 3.99
O -0.02 1.84 3.24
H -1.19 -2.85 0.73
H -1.35 -4.34 1.45
O -0.89 -3.50 1.38
H -2.62 2.64 -1.53
H -1.84 1.71 -2.42
O -2.22 1.77 -1.52
H -0.77 0.93 -4.41
H 0.59 1.40 -3.80
O -0.37 1.47 -3.72
H -1.12 0.20 3.77
H -2.28 -0.69 3.64
O -1.90 -0.06 4.29
H -3.83 0.42 -0.94
H -3.01 0.26 0.32
O -3.57 -0.24 -0.31
H -3.59 -2.55 -0.51
H -2.78 -1.27 -0.67
O -2.68 -2.23 -0.48
H -1.58 1.36 2.08
H -2.99 1.03 2.61
O -2.44 1.00 1.81
H 3.46 -0.20 -1.27
H 4.80 -0.27 -0.53
O 4.33 0.23 -1.20
*
```

- Max |F|: 3.26 eV Å⁻¹
- E: -1035.60863 Ha
- SMILES string: CCCNCCNC.O.O.O.O.O.O.O.O.O
- Kohn-Sham gap: 0.323 Ha

---

Density functional theory data (ωB97M-V/def2-TZVPD) for a molecular structure, C6H13N.

ORCA input file:
```
! wB97M-V def2-TZVPD RIJCOSX def2/J DEFGRID3
* xyz 0 1
C 2.61 -0.96 -0.92
C 2.01 -0.77 0.53
C 1.38 0.54 0.68
C -0.02 0.68 0.34
C -0.91 -0.27 -0.09
N -2.41 0.20 -0.68
C -0.72 2.02 0.51
H 3.07 -0.11 -1.39
H 3.32 -1.74 -0.96
H 1.84 -1.51 -1.49
H 2.81 -0.92 1.21
H 1.28 -1.56 0.78
H -4.73 -1.17 -0.20
H 1.78 1.24 1.50
H -4.27 -1.78 0.01
H -2.47 -0.26 -1.55
H -1.94 -0.46 0.38
H 0.06 2.80 0.61
H -1.56 1.91 1.25
H -1.12 2.12 -0.50
*
```

- Max |F|: 6.45 eV Å⁻¹
- E: -290.80463 Ha
- Kohn-Sham gap: 0.218 Ha